(1)
{"formula": "C50H91Cl2F6N16O2P", "method": "the ωB97M-V functional and the def2-TZVPD basis", "species": ["C", "C", "N", "C", "C", "N", "C", "C", "H", "H", "H", "H", "H", "H", "H", "H", "H", "H", "H", "C", "C", "N", "C", "C", "N", "C", "C", "H", "H", "H", "H", "H", "H", "H", "H", "H", "H", "H", "C", "C", "N", "C", "C", "N", "C", "C", "H", "H", "H", "H", "H", "H", "H", "H", "H", "H", "H", "C", "C", "N", "C", "C", "N", "C", "C", "H", "H", "H", "H", "H", "H", "H", "H", "H", "H", "H", "C", "C", "N", "C", "C", "N", "C", "C", "H", "H", "H", "H", "H", "H", "H", "H", "H", "H", "H", "C", "C", "N", "C", "C", "N", "C", "C", "H", "H", "H", "H", "H", "H", "H", "H", "H", "H", "H", "C", "C", "N", "C", "C", "N", "C", "C", "H", "H", "H", "H", "H", "H", "H", "H", "H", "H", "H", "C", "C", "N", "C", "C", "N", "C", "C", "H", "H", "H", "H", "H", "H", "H", "H", "H", "H", "H", "C", "C", "O", "O", "H", "H", "H", "Cl", "Cl", "P", "F", "F", "F", "F", "F", "F"], "positions_angstrom": [[5.1216, 2.1695, -2.4519], [5.5157, 2.1590, -3.9270], [6.2521, 3.3407, -4.2042], [7.3032, 3.9375, -3.4754], [7.7815, 4.9772, -4.3220], [6.9953, 4.9624, -5.5106], [6.1583, 3.8951, -5.4592], [7.2458, 5.7942, -6.6414], [4.6896, 3.1095, -2.1087], [5.9807, 1.8291, -1.8739], [4.3782, 1.4012, -2.2395], [4.6949, 2.0001, -4.6263], [6.1412, 1.2930, -4.1437], [7.6474, 3.5876, -2.5133], [8.5503, 5.7269, -4.2075], [5.4084, 3.6520, -6.1975], [7.7683, 6.7043, -6.3468], [6.3006, 6.0364, -7.1274], [7.8605, 5.2216, -7.3358], [-8.0749, -2.3668, 3.7132], [-7.1205, -3.3268, 2.9662], [-5.7191, -3.0167, 3.1249], [-4.9675, -3.2822, 4.2849], [-3.6119, -3.1430, 4.0015], [-3.5855, -2.5813, 2.7013], [-4.8740, -2.4939, 2.2219], [-2.2967, -2.1965, 1.9488], [-8.0949, -1.3342, 3.3646], [-7.9163, -2.4516, 4.7882], [-9.0910, -2.6449, 3.4333], [-7.4673, -3.4414, 1.9392], [-7.3737, -4.2697, 3.4508], [-5.4843, -3.6311, 5.1667], [-2.7294, -3.3953, 4.5706], [-5.0968, -2.1503, 1.2225], [-1.6106, -3.0275, 2.1121], [-1.9079, -1.2367, 2.2889], [-2.4741, -2.1672, 0.8738], [2.3978, -2.2438, 4.7229], [2.0230, -1.4417, 3.4581], [2.5043, -0.0286, 3.4975], [3.8169, 0.4394, 3.8456], [3.8386, 1.8333, 3.7563], [2.5627, 2.2320, 3.3491], [1.7496, 1.0924, 3.1656], [2.0119, 3.5949, 3.2459], [1.8943, -1.7734, 5.5675], [3.4828, -2.3339, 4.7763], [2.0005, -3.2413, 4.5351], [0.9386, -1.3326, 3.4434], [2.3824, -1.8140, 2.4988], [4.6459, -0.2212, 4.0522], [4.6562, 2.5384, 3.7839], [0.7323, 1.2260, 2.8287], [1.0314, 3.5979, 2.7698], [2.6296, 4.3503, 2.7602], [1.8318, 3.9486, 4.2611], [-3.2926, 1.0807, -0.5332], [-4.7799, 0.6782, -0.2902], [-5.3764, 1.3494, 0.9639], [-6.4748, 0.8742, 1.7055], [-6.7336, 1.8125, 2.6408], [-5.7844, 2.8312, 2.5589], [-4.9469, 2.4850, 1.5485], [-5.8022, 4.1462, 3.2396], [-3.2690, 2.1193, -0.8631], [-2.8452, 0.3410, -1.1972], [-2.7424, 1.0515, 0.4073], [-4.9550, -0.3579, -0.0004], [-5.4739, 0.9187, -1.0956], [-7.0452, 0.0370, 1.3310], [-7.5214, 1.8370, 3.3792], [-4.2077, 3.0362, 0.9862], [-5.5258, 4.0693, 4.2912], [-6.8149, 4.5484, 3.2113], [-5.0585, 4.7518, 2.7217], [-6.4470, -1.1180, -4.9914], [-5.5684, -0.3436, -4.0207], [-4.4396, -1.1365, -3.5325], [-4.5615, -2.2015, -2.6976], [-3.3369, -2.7778, -2.4371], [-2.4175, -2.0100, -3.1560], [-3.1334, -1.1177, -3.9306], [-0.9426, -2.0955, -3.0887], [-7.3318, -0.5077, -5.1727], [-6.9480, -2.0181, -4.6354], [-5.8559, -1.2082, -5.9028], [-6.2060, 0.0135, -3.2120], [-5.2620, 0.5485, -4.5670], [-5.5292, -2.4514, -2.2885], [-3.0593, -3.5596, -1.7456], [-2.7169, -0.3494, -4.5651], [-0.5863, -2.6036, -3.9848], [-0.6008, -2.6860, -2.2386], [-0.5445, -1.0808, -3.0942], [8.2228, 1.7034, 3.5553], [8.0967, 0.9639, 2.2149], [6.7254, 1.2497, 1.6668], [6.2810, 2.5968, 1.4903], [5.0363, 2.4828, 0.8437], [4.7726, 1.0960, 0.6738], [5.8316, 0.3850, 1.1643], [3.5606, 0.5028, 0.2655], [7.8075, 2.6944, 3.7385], [9.2469, 1.7957, 3.9168], [7.7740, 1.0471, 4.3009], [8.1110, -0.1225, 2.3030], [8.8535, 1.1964, 1.4657], [6.9187, 3.4312, 1.7423], [4.2797, 3.2014, 0.5653], [5.8762, -0.6872, 1.2863], [2.7678, 1.2492, 0.2171], [3.1737, -0.2606, 0.9406], [3.6707, 0.1062, -0.7438], [-3.7688, 3.5683, -5.1561], [-2.2880, 3.3750, -5.5792], [-1.4181, 2.7436, -4.5677], [-1.5970, 2.8642, -3.1980], [-0.4439, 2.3884, -2.6122], [0.3887, 1.8043, -3.5739], [-0.2619, 2.0300, -4.7822], [1.6708, 1.0454, -3.4129], [-3.9632, 4.2156, -4.3009], [-4.3296, 2.6367, -5.0810], [-4.2456, 4.1790, -5.9228], [-1.8946, 4.3572, -5.8410], [-2.0552, 2.8256, -6.4915], [-2.4930, 3.3172, -2.8001], [-0.1215, 2.4314, -1.5823], [0.2083, 1.8704, -5.7412], [2.4793, 1.5810, -3.9105], [1.7215, 0.0789, -3.9145], [1.8908, 0.9969, -2.3465], [1.3505, -6.8132, 2.1637], [1.0878, -5.3590, 2.3360], [1.9179, -4.5989, 1.4186], [3.2660, -4.5954, 1.4233], [3.7163, -3.9086, 0.3588], [2.6230, -3.4923, -0.4506], [1.5236, -3.8443, 0.3537], [2.6437, -2.9127, -1.7933], [1.0522, -7.1137, 1.1593], [0.6503, -7.3757, 2.7813], [2.3315, -7.1542, 2.4944], [1.3133, -5.1541, 3.3825], [0.0416, -5.0636, 2.2562], [3.8743, -5.1312, 2.1370], [4.7066, -3.8214, -0.0632], [0.5347, -3.4467, 0.1789], [3.5001, -3.2941, -2.3494], [2.5709, -1.8264, -1.7413], [1.6956, -3.1902, -2.2539], [-2.6769, -6.4418, 1.4739], [-2.7522, -5.3437, 0.3471], [-3.9196, -5.1264, -0.0901], [-1.7764, -4.6728, 0.0110], [-3.1221, -6.2611, 2.4523], [-1.6682, -6.8334, 1.6055], [-3.1535, -7.3317, 1.0626], [1.8824, 4.1546, -0.3500], [0.2751, -0.4427, -0.2982], [-2.2450, 2.0953, 4.2506], [-3.3457, 0.7964, 4.3089], [-1.0323, 0.9531, 4.1303], [-2.2645, 2.1016, 2.5948], [-1.0498, 3.1880, 4.1345], [-3.1531, 3.3734, 4.3824], [-2.1733, 1.9769, 5.8764]], "lowdin_charge": [-0.069, -0.190, -0.070, 0.054, 0.063, -0.099, 0.035, 0.008, 0.086, 0.073, 0.044, 0.115, 0.138, 0.129, 0.139, 0.169, 0.116, 0.112, 0.117, -0.056, -0.165, -0.038, 0.023, 0.031, -0.035, -0.002, 0.026, 0.054, 0.085, 0.089, 0.133, 0.134, 0.139, 0.134, 0.138, 0.069, 0.073, 0.068, -0.032, -0.164, -0.033, -0.012, -0.016, -0.054, 0.064, -0.020, 0.100, 0.076, 0.059, 0.119, 0.092, 0.117, 0.124, 0.136, 0.075, 0.080, 0.106, -0.054, -0.106, -0.030, -0.022, -0.001, -0.046, -0.021, 0.033, 0.062, 0.052, 0.061, 0.083, 0.107, 0.126, 0.145, 0.158, 0.098, 0.108, 0.106, -0.053, -0.181, -0.046, -0.025, 0.051, -0.053, 0.011, -0.025, 0.092, 0.091, 0.092, 0.116, 0.107, 0.146, 0.100, 0.149, 0.101, 0.064, 0.044, -0.058, -0.125, -0.052, 0.023, -0.001, -0.088, -0.015, -0.088, 0.077, 0.092, 0.080, 0.123, 0.129, 0.135, 0.046, 0.163, 0.047, 0.062, 0.067, -0.048, -0.139, -0.056, -0.006, -0.033, -0.036, 0.006, -0.003, 0.081, 0.056, 0.093, 0.134, 0.127, 0.120, 0.057, 0.157, 0.071, 0.094, 0.044, -0.062, -0.187, -0.030, -0.056, -0.021, -0.046, 0.037, -0.005, 0.098, 0.094, 0.091, 0.117, 0.115, 0.150, 0.129, 0.108, 0.108, 0.043, 0.084, -0.016, -0.761, -0.095, -0.097, 0.062, 0.036, 0.074, -0.505, -0.294, 0.257, -0.218, -0.232, -0.201, -0.177, -0.118, -0.152], "e_homo_ha": -0.5271, "total_charge": 4, "total_energy_ev": -131872.5018, "homo_lumo_gap_ev": 6.79}



(2)
{"formula": "C50H97I2N4O11", "method": "the ωB97M-V functional and the def2-TZVPD basis", "species": ["C", "C", "O", "C", "C", "C", "C", "C", "N", "C", "C", "C", "C", "O", "O", "N", "C", "N", "I", "C", "C", "C", "C", "C", "C", "C", "C", "C", "O", "C", "N", "I", "H", "H", "H", "H", "H", "H", "H", "H", "H", "H", "H", "H", "H", "H", "H", "H", "H", "H", "H", "H", "H", "H", "H", "H", "H", "H", "H", "H", "H", "H", "H", "H", "H", "H", "H", "H", "H", "H", "H", "H", "H", "C", "C", "C", "O", "C", "H", "H", "H", "H", "H", "H", "H", "H", "C", "C", "C", "O", "C", "H", "H", "H", "H", "H", "H", "H", "H", "C", "C", "C", "O", "C", "H", "H", "H", "H", "H", "H", "H", "H", "C", "C", "C", "O", "C", "H", "H", "H", "H", "H", "H", "H", "H", "C", "C", "C", "O", "C", "H", "H", "H", "H", "H", "H", "H", "H", "C", "C", "C", "O", "C", "H", "H", "H", "H", "H", "H", "H", "H", "C", "C", "C", "O", "C", "H", "H", "H", "H", "H", "H", "H", "H"], "positions_angstrom": [[1.9043, -6.3518, -0.2105], [2.9951, -5.1764, -0.0624], [3.2458, -4.6055, -1.3705], [2.3090, -3.5088, -1.6382], [2.8066, -2.1307, -0.9560], [3.4411, -1.0864, -2.0355], [2.5270, 0.2153, -2.2429], [3.0680, 1.5086, -1.4098], [1.8748, 2.3268, -1.0500], [1.3082, 2.1515, 0.2520], [1.7082, 1.2152, 1.4673], [3.0332, 1.7738, 2.2388], [3.2931, 1.0439, 3.6359], [3.6814, 1.7470, 4.6057], [3.1639, -0.3520, 3.8764], [0.1570, 3.0146, 0.3663], [0.0966, 3.6616, -0.9393], [-0.8363, 4.5463, -1.2911], [-1.1320, 5.6277, -2.9798], [-1.8760, 4.7854, -0.2002], [-1.3261, 5.7620, 0.9643], [-2.4595, 5.7500, 2.1385], [-1.8342, 5.9449, 3.6021], [-2.8750, 5.7465, 4.8132], [-3.9107, 4.5384, 4.6299], [-4.8796, 4.5015, 5.9115], [-5.6553, 3.1129, 6.1055], [-4.7388, 1.9402, 6.7350], [-5.4087, 1.2843, 7.8643], [-6.1413, 0.1460, 7.3320], [1.1499, 3.2392, -1.8035], [1.8357, 3.5000, -3.6740], [1.9129, -6.7635, -1.2751], [2.1413, -7.1468, 0.5834], [0.8744, -5.8728, -0.0518], [3.9964, -5.5359, 0.3735], [2.5539, -4.4213, 0.6929], [1.2947, -3.8618, -1.2363], [2.2179, -3.4337, -2.7740], [3.6459, -2.4392, -0.2253], [1.9054, -1.6666, -0.4164], [3.4574, -1.6471, -3.0468], [4.5316, -0.8278, -1.7962], [2.3518, 0.4836, -3.3438], [1.4879, -0.0271, -1.7930], [3.8938, 2.0741, -1.9531], [3.5590, 1.0563, -0.4685], [2.0168, 0.1700, 1.0786], [0.8754, 1.0525, 2.2319], [2.8357, 2.8824, 2.4492], [3.9707, 1.7121, 1.5671], [3.8323, -0.8611, 3.3473], [-2.7917, 5.3317, -0.6455], [-2.3003, 3.7941, 0.2064], [-1.3181, 6.8460, 0.5653], [-0.2919, 5.4723, 1.3490], [-3.3259, 6.4765, 1.9063], [-2.9349, 4.6962, 2.0716], [-0.9000, 5.2938, 3.7554], [-1.4882, 7.0486, 3.6606], [-3.4769, 6.6979, 5.0222], [-2.2362, 5.4845, 5.7412], [-3.4271, 3.5095, 4.5119], [-4.5811, 4.6889, 3.7011], [-4.2219, 4.6648, 6.8346], [-5.6431, 5.3649, 5.8448], [-6.5205, 3.2920, 6.8478], [-6.1439, 2.7314, 5.1442], [-3.7815, 2.4078, 7.1456], [-4.5068, 1.1543, 5.9389], [-5.4023, -0.6864, 7.0751], [-6.9296, -0.2173, 8.0904], [-6.6693, 0.4569, 6.3575], [-4.1240, -2.3861, 2.7390], [-3.0314, -1.3447, 2.6393], [-3.7653, -0.0791, 3.0353], [-4.7950, -0.4665, 3.9541], [-4.9177, -1.8969, 3.9334], [-3.7506, -3.4041, 2.8637], [-4.7453, -2.3577, 1.8418], [-2.2425, -1.5633, 3.3674], [-2.5741, -1.2801, 1.6499], [-4.2470, 0.3886, 2.1697], [-3.1088, 0.6561, 3.5082], [-4.5025, -2.2827, 4.8712], [-5.9727, -2.1749, 3.8794], [-8.3921, -4.3971, 0.4481], [-7.4508, -5.5812, 0.4444], [-6.0984, -4.9070, 0.3285], [-6.2117, -3.6299, 0.9713], [-7.5995, -3.3653, 1.2260], [-9.3652, -4.6107, 0.8931], [-8.5532, -4.0482, -0.5775], [-7.5214, -6.1150, 1.3977], [-7.6432, -6.2931, -0.3600], [-5.8298, -4.7299, -0.7181], [-5.3007, -5.4869, 0.7988], [-7.7671, -3.4656, 2.3038], [-7.8391, -2.3414, 0.9301], [7.6964, -3.5299, 2.4807], [7.2750, -4.7625, 3.2493], [5.8427, -4.4304, 3.6181], [5.3290, -3.5896, 2.5738], [6.4216, -3.1657, 1.7457], [8.5410, -3.6973, 1.8105], [7.9665, -2.7310, 3.1794], [7.2981, -5.6363, 2.5900], [7.9002, -4.9741, 4.1180], [5.7939, -3.8676, 4.5561], [5.2171, -5.3208, 3.7134], [6.3466, -3.7007, 0.7926], [6.3408, -2.0933, 1.5507], [5.2215, 1.5304, -6.9077], [6.5710, 1.8443, -6.2997], [6.2614, 1.8242, -4.8168], [5.1913, 0.8843, -4.6282], [4.6486, 0.5415, -5.9112], [5.2786, 1.1288, -7.9206], [4.6057, 2.4362, -6.9323], [7.2818, 1.0484, -6.5435], [6.9938, 2.7932, -6.6335], [5.9124, 2.8037, -4.4697], [7.1215, 1.5275, -4.2138], [4.9606, -0.4821, -6.1441], [3.5566, 0.5719, -5.8691], [11.9830, 1.5597, -4.3848], [11.5382, 0.3188, -3.6431], [10.1173, 0.6763, -3.2539], [9.6162, 1.5541, -4.2721], [10.7116, 1.9725, -5.0994], [12.8178, 1.3888, -5.0662], [12.2780, 2.3341, -3.6691], [11.5347, -0.5387, -4.3238], [12.1652, 0.0708, -2.7851], [10.0897, 1.2170, -2.3018], [9.4708, -0.2012, -3.1750], [10.6158, 1.4635, -6.0646], [10.6550, 3.0503, -5.2670], [-4.7864, 1.4632, -2.9185], [-6.0318, 2.2564, -2.5881], [-5.8563, 2.5151, -1.1045], [-4.4438, 2.5838, -0.8597], [-3.7508, 2.1159, -2.0242], [-4.5153, 1.4911, -3.9755], [-4.9240, 0.4168, -2.6277], [-6.0242, 3.2044, -3.1365], [-6.9609, 1.7344, -2.8225], [-6.2602, 1.6915, -0.5067], [-6.3306, 3.4447, -0.7816], [-3.2943, 2.9834, -2.5118], [-2.9570, 1.4256, -1.7275], [-4.9898, -3.1407, -5.3334], [-6.0035, -3.4728, -4.2606], [-5.2655, -3.0760, -2.9982], [-4.3914, -1.9950, -3.3471], [-4.3416, -1.8878, -4.7770], [-5.4286, -2.9906, -6.3212], [-4.2492, -3.9439, -5.4060], [-6.8939, -2.8477, -4.3852], [-6.3179, -4.5178, -4.2605], [-4.6457, -3.8979, -2.6241], [-5.9399, -2.7572, -2.1995], [-4.9005, -0.9906, -5.0657], [-3.3048, -1.7716, -5.1010]], "lowdin_charge": [-0.089, -0.273, -0.216, -0.192, -0.148, -0.179, -0.184, -0.160, -0.136, -0.129, -0.082, -0.076, -0.387, 0.076, 0.040, 0.179, -0.378, -0.516, 0.957, -0.271, -0.175, -0.208, -0.211, -0.211, -0.228, -0.223, -0.174, -0.212, -0.238, -0.121, -0.456, 1.047, 0.086, 0.083, 0.070, 0.124, 0.122, 0.119, 0.127, 0.114, 0.097, 0.113, 0.118, 0.066, 0.118, 0.108, 0.121, 0.111, 0.143, 0.135, 0.126, 0.123, 0.106, 0.119, 0.116, 0.102, 0.130, 0.099, 0.113, 0.116, 0.119, 0.118, 0.112, 0.113, 0.110, 0.119, 0.123, 0.110, 0.125, 0.100, 0.090, 0.103, 0.096, -0.175, -0.176, -0.205, -0.161, -0.192, 0.121, 0.094, 0.114, 0.110, 0.115, 0.109, 0.117, 0.113, -0.173, -0.169, -0.193, -0.176, -0.198, 0.118, 0.115, 0.119, 0.117, 0.095, 0.122, 0.117, 0.120, -0.176, -0.173, -0.200, -0.168, -0.217, 0.117, 0.118, 0.118, 0.118, 0.119, 0.119, 0.116, 0.109, -0.173, -0.169, -0.198, -0.171, -0.210, 0.119, 0.111, 0.121, 0.120, 0.113, 0.103, 0.122, 0.106, -0.175, -0.176, -0.206, -0.165, -0.202, 0.118, 0.118, 0.118, 0.117, 0.117, 0.117, 0.118, 0.119, -0.172, -0.168, -0.194, -0.161, -0.210, 0.116, 0.107, 0.116, 0.118, 0.119, 0.120, 0.088, 0.119, -0.174, -0.172, -0.210, -0.155, -0.209, 0.117, 0.118, 0.118, 0.117, 0.114, 0.114, 0.110, 0.117], "e_homo_ha": -0.3824, "total_charge": 1, "total_energy_ev": -98090.5174, "homo_lumo_gap_ev": 6.42}